[1]
DFT (wB97M-V/def2-TZVPD) results for a structure of composition C38H48N2OP3RuS2 at a distorted geometry.

```
95
Properties=species:S:1:pos:R:3
Ru -0.3526 -0.2079 -0.0991
C -0.7996 3.1319 3.6377
P -1.1685 2.1075 2.1819
C -1.7575 3.2714 0.9399
N -2.3506 4.3218 1.5102
C -2.9930 5.2275 0.7482
C -3.6160 6.3483 1.2831
C -4.2938 7.2378 0.4639
C -4.3728 7.0149 -0.8996
C -3.7476 5.9135 -1.4666
C -3.0465 5.0130 -0.6760
N -2.4172 3.9438 -1.2015
C -1.7786 3.0707 -0.4358
P -1.0223 1.6761 -1.3353
C -2.3192 1.4335 -2.6009
C 0.4090 2.5217 -2.2265
C 0.9155 1.5053 -3.2529
C 0.0130 3.8298 -2.9006
C 1.4898 2.7699 -1.1742
C -2.6508 1.0127 2.6031
C -3.2474 0.4645 1.3107
C -2.1627 -0.1117 3.5081
C -3.6708 1.9078 3.3022
H -1.5976 3.8533 3.7959
H 0.1342 3.6589 3.4335
H -0.6682 2.5005 4.5150
H -3.5730 6.5156 2.3473
H -4.7635 8.1045 0.9021
H -4.9216 7.6947 -1.5328
H -3.7910 5.7367 -2.5308
H -2.8142 2.3859 -2.7872
H -3.0434 0.7119 -2.2205
H -1.8832 1.0441 -3.5161
H 0.2494 1.4459 -4.1111
H 0.9884 0.5174 -2.7891
H 1.8985 1.8085 -3.6140
H -0.8469 3.6979 -3.5522
H 0.8515 4.1859 -3.4964
H -0.2283 4.6011 -2.1731
H 1.7989 1.8257 -0.7177
H 1.1158 3.4353 -0.3949
H 2.3626 3.2393 -1.6287
H -2.4739 -0.0535 0.6934
H -3.6837 1.2653 0.7128
H -4.0277 -0.2594 1.5414
H -1.4234 -0.7294 2.9897
H -2.9927 -0.7517 3.8037
H -1.6991 0.2953 4.4044
H -3.7860 2.8482 2.7648
H -3.3760 2.1272 4.3245
H -4.6353 1.4065 3.3224
C -2.9577 -5.0216 3.5741
C -1.5850 -5.1020 3.7388
C -0.7451 -4.2915 2.9967
C -1.2848 -3.4022 2.0725
C -2.6640 -3.3483 1.8811
C -3.4959 -4.1578 2.6326
P -0.2398 -2.2936 1.0760
C 1.4403 -2.5582 1.6950
C 1.7239 -2.0152 2.9488
C 3.0189 -2.0184 3.4267
C 4.0404 -2.5480 2.6519
C 3.7606 -3.0870 1.4068
C 2.4626 -3.0914 0.9222
C -0.4407 -2.9195 -0.6150
C -0.4184 -4.2200 -1.0951
C -0.6925 -4.4214 -2.4367
C -0.9857 -3.3378 -3.2524
C -1.0257 -2.0403 -2.7523
C -0.7576 -1.8000 -1.4076
H -3.6111 -5.6402 4.1716
H -1.1713 -5.8079 4.4439
H 0.3239 -4.3555 3.1331
H -3.0728 -2.6754 1.1336
H -4.5657 -4.1230 2.4822
H 0.9225 -1.5948 3.5464
H 3.2338 -1.5931 4.3956
H 5.0535 -2.5406 3.0237
H 4.5576 -3.5008 0.8072
H 2.2354 -3.5080 -0.0498
H -0.2096 -5.0461 -0.4300
H -0.7059 -5.4258 -2.8351
H -1.1902 -3.5046 -4.3007
H -1.2697 -1.2310 -3.4294
S 0.5123 1.1158 1.7673
C 4.4450 0.1284 -1.6260
S 3.2170 -1.2062 -1.3137
C 2.9506 -1.6137 -3.0916
O 1.9775 -0.5204 -0.8626
H 5.3174 -0.3439 -2.0625
H 4.7107 0.5786 -0.6754
H 4.0468 0.8875 -2.2903
H 3.8067 -2.1815 -3.4400
H 2.8324 -0.7137 -3.6838
H 2.0522 -2.2189 -3.1582
```

The expectation value of S² is 6.046. As for the frontier orbital gap (spin up / spin down): 6.711 / 3.754 eV. As for the multiplicity: 5. The HOMO energy (spin up / spin down) comes out at -8.85 / -9.93 eV. Its charge is +1. The relative energy (zero: lowest compared OMol25 entry of this formula, charge and spin) is 165.1 kJ/mol. The LUMO energy (spin up / spin down) is -2.14 / -6.18 eV.


[2]
DFT (wB97M-V/def2-TZVPD) results for the molecule C6H10O.

```
17
Properties=species:S:1:pos:R:3
C -1.1239 2.3972 0.3969
C -0.7691 1.2467 0.3325
C -0.4304 -0.1914 0.1680
C -1.5470 -0.8405 -0.6619
O -0.3219 -0.8376 1.4330
C 0.9204 -0.3750 -0.5336
C 2.1273 0.1073 0.2618
H -1.4310 3.4205 0.4511
H -2.5258 -0.6591 -0.1980
H -1.5713 -0.4262 -1.6765
H -1.3690 -1.9213 -0.7202
H -1.1662 -1.2726 1.5959
H 1.0131 -1.4520 -0.7158
H 0.8811 0.1280 -1.5076
H 3.0440 -0.1112 -0.2961
H 2.1857 -0.3993 1.2291
H 2.0840 1.1865 0.4416
```

The structure (SMILES) is C#C[C@](C)(O)CC. As for the frontier orbital gap: 11.029 eV. The HOMO energy comes out at -10.08 eV. The relative energy (zero: lowest compared OMol25 entry of this formula, charge and spin) is 143.0 kJ/mol. The LUMO energy is 0.95 eV.


[3]
DFT (wB97M-V/def2-TZVPD) results for a structure of composition C31H56IrN3O3P2 at a distorted geometry.

```
96
Properties=species:S:1:pos:R:3
C 2.4155 -1.1196 -1.6449
C 1.7886 0.9184 -2.6683
C 3.4500 -1.2803 -2.5772
C 2.6289 0.6133 -3.7813
C 3.5104 -0.4463 -3.7053
H 4.1265 -2.1207 -2.4063
H 2.5675 1.2938 -4.6267
H 4.2604 -0.6429 -4.4672
N 1.5890 -0.0705 -1.7159
P 0.4141 -2.2800 0.0946
P 0.2980 2.4694 -0.8898
C 2.1699 -2.1812 -0.5337
H 2.4800 -3.1537 -0.9680
H 2.8341 -1.9262 0.3234
C -1.3260 -0.0461 1.0270
O -2.0357 -0.1878 1.9411
C 1.2183 2.2099 -2.4660
H 1.1339 2.7979 -3.3836
C -1.5106 3.3068 -0.8426
C 1.6880 3.6540 -0.3710
C -0.4293 -3.4889 -1.1084
C 0.6388 -3.1704 1.7651
C -2.6304 2.4161 -0.2691
H -2.4818 2.1928 0.7907
H -3.5879 2.9554 -0.3663
H -2.7302 1.4794 -0.8238
C -1.4905 4.5678 0.0141
H -1.2336 4.3289 1.0555
H -0.8061 5.3300 -0.3734
H -2.5055 4.9994 0.0152
C -1.8907 3.5956 -2.2927
H -2.8728 4.0976 -2.3360
H -1.1564 4.2324 -2.8004
H -1.9855 2.6403 -2.8210
C 1.4717 4.1439 1.0700
H 1.0161 3.3718 1.7076
H 2.4540 4.3993 1.4917
H 0.8569 5.0501 1.1073
C 3.0333 2.8850 -0.4131
H 2.9497 1.9539 0.1626
H 3.3460 2.6564 -1.4394
H 3.8148 3.4918 0.0665
C 1.6992 4.8206 -1.3796
H 1.4155 4.5242 -2.4007
H 1.0460 5.6453 -1.0659
H 2.7195 5.2335 -1.4220
C -0.7483 -3.5747 2.2901
H -0.6175 -3.9643 3.3084
H -1.4217 -2.7079 2.3441
H -1.2208 -4.3649 1.6971
C 1.2597 -2.2029 2.7797
H 2.2398 -1.8369 2.4465
H 0.5968 -1.3546 2.9910
H 1.4144 -2.7543 3.7210
C 1.5791 -4.3844 1.7005
H 2.5491 -4.1405 1.2471
H 1.7707 -4.7074 2.7346
H 1.1505 -5.2477 1.1849
C 0.0169 -3.1540 -2.5402
H 1.0564 -3.4545 -2.7224
H -0.6110 -3.7079 -3.2525
H -0.0931 -2.0871 -2.7522
C -1.9459 -3.3055 -0.9651
H -2.2604 -2.2925 -1.2183
H -2.4328 -3.9927 -1.6678
H -2.2912 -3.5458 0.0449
C -0.1138 -4.9678 -0.8640
H 0.9624 -5.1893 -0.9042
H -0.5405 -5.3478 0.0746
H -0.5889 -5.5458 -1.6760
Ir -0.0746 0.0618 -0.3234
N -1.3837 -0.1069 -1.8789
C -2.1861 -0.4817 -2.6957
C -2.4008 -0.0321 -4.1582
C -1.5512 1.1272 -4.7252
C -1.9083 -1.2366 -4.9669
C -3.8813 0.3556 -4.3353
H -1.7389 2.1209 -4.3300
H -0.4734 0.9560 -4.6638
H -1.8027 1.2109 -5.7921
H -2.1900 -2.2114 -4.5362
H -2.2031 -1.1962 -6.0289
H -0.8051 -1.1946 -4.9395
H -4.0914 0.8746 -5.2962
H -4.5575 -0.5176 -4.2863
H -4.1912 1.0593 -3.5308
N 1.9394 1.2384 4.7709
C 2.5554 1.2695 3.4053
C 1.3944 1.0011 2.4386
O 0.2644 1.2569 2.9351
O 1.6243 0.5325 1.2692
H 0.9624 1.5810 4.6688
H 2.4697 1.7760 5.4620
H 1.9152 0.2693 5.1151
H 2.9673 2.2727 3.2455
H 3.3520 0.5255 3.3375
```

The expectation value of S² is 8.806. As for the frontier orbital gap (spin up / spin down): 7.136 / 5.224 eV. As for the multiplicity: 6. The HOMO energy (spin up / spin down) comes out at -15.50 / -17.79 eV. Its charge is +3. The relative energy (zero: lowest compared OMol25 entry of this formula, charge and spin) is 5.6 kJ/mol. The LUMO energy (spin up / spin down) is -8.37 / -12.57 eV.


[4]
DFT (wB97M-V/def2-TZVPD) results for a cluster of 11 separate species, C36H76N4O11 in total at a distorted geometry.

```
127
Properties=species:S:1:pos:R:3
C -19.5852 -18.5872 10.8234
C -19.7441 -17.4950 11.9561
C -18.3513 -17.1944 12.3055
O -17.5858 -17.3706 11.1046
C -18.2405 -18.1372 10.1131
H -20.3872 -18.6291 10.1953
H -19.4601 -19.5616 11.1263
H -20.1622 -17.8390 12.8619
H -20.3711 -16.6540 11.6618
H -18.0141 -18.0163 12.9625
H -18.1041 -16.1565 12.5819
H -17.5528 -18.9478 9.8270
H -18.4500 -17.5063 9.2296
C -14.2306 -11.0116 5.5413
C -15.6172 -10.6200 6.0508
C -15.9012 -9.4337 5.0211
O -15.3495 -9.8247 3.7983
C -14.3301 -10.8846 4.0304
H -13.8039 -11.9856 5.6839
H -13.6491 -10.1502 5.9295
H -15.6192 -10.2140 7.0435
H -16.4152 -11.4217 6.0316
H -15.4034 -8.5518 5.5121
H -16.9701 -9.2148 4.7322
H -13.4289 -10.5546 3.5331
H -14.7291 -11.7515 3.4885
C -18.2738 -18.3634 2.9009
C -18.9856 -18.0116 4.2922
C -19.8168 -16.6712 3.9419
O -19.2758 -16.2178 2.7267
C -18.8995 -17.3746 1.9658
H -18.4413 -19.3713 2.5492
H -17.2174 -18.2183 2.9443
H -18.2729 -17.9856 5.1320
H -19.6597 -18.8801 4.4258
H -19.6525 -15.9277 4.7401
H -20.8991 -16.9308 3.9352
H -18.4191 -16.9996 1.0033
H -19.8228 -17.8028 1.5857
C -17.1453 -13.4976 3.4119
C -16.2903 -14.7650 3.4937
C -15.6101 -14.7711 2.0908
O -15.6012 -13.4664 1.5525
C -16.7700 -12.8199 2.0442
H -16.8949 -12.8719 4.2625
H -18.1326 -13.8009 3.4095
H -16.9162 -15.6427 3.5883
H -15.5758 -14.6727 4.3138
H -16.1123 -15.5117 1.4635
H -14.5492 -15.0394 2.2333
H -17.6630 -12.9169 1.2871
H -16.5407 -11.7804 2.0572
C -18.7728 -10.2560 7.5984
C -19.6008 -9.1256 8.2363
C -21.0030 -9.7618 8.2100
O -20.8529 -11.1387 7.9266
C -19.7954 -11.1986 7.0239
H -18.2102 -10.7149 8.4746
H -17.9810 -10.0364 6.7998
H -19.5216 -8.1587 7.7382
H -19.3869 -8.8936 9.3132
H -21.5854 -9.2991 7.4139
H -21.4776 -9.6591 9.1668
H -20.0513 -10.9339 6.0293
H -19.4634 -12.2194 7.0199
C -18.6013 -12.1289 11.9162
C -17.1373 -11.9419 11.4154
C -16.3793 -11.2465 12.5221
O -17.0890 -11.7169 13.6590
C -18.4668 -11.5794 13.3465
H -18.8064 -13.1658 11.9471
H -19.3499 -11.6330 11.3170
H -17.1325 -11.3042 10.5199
H -16.6605 -12.8524 11.1680
H -16.4161 -10.1190 12.5330
H -15.3475 -11.6161 12.6089
H -18.6655 -10.4654 13.4200
H -19.0510 -12.1568 14.0587
C -14.6048 -14.3619 14.0323
C -13.1310 -14.5687 14.1570
C -12.7530 -14.2582 12.7263
O -13.7943 -14.7269 11.8685
C -14.9918 -14.8835 12.6573
H -14.8460 -13.2581 14.1117
H -15.2319 -14.8082 14.7711
H -12.7579 -15.5086 14.5838
H -12.7745 -13.8286 14.8441
H -11.8430 -14.6893 12.2913
H -12.7046 -13.1580 12.6334
H -15.3512 -15.8845 12.6837
H -15.8061 -14.3462 12.2596
C -21.3338 -14.1983 10.2837
C -21.4244 -15.2517 9.2065
N -20.7155 -14.9304 8.0994
O -22.0408 -16.2728 9.2927
H -21.2548 -13.2205 9.7904
H -20.5440 -14.2065 11.0616
H -22.2893 -14.1869 10.8561
H -19.9727 -14.2479 8.2684
H -20.6857 -15.6444 7.3772
C -15.0032 -18.8218 12.9971
C -15.5093 -20.0027 12.1248
N -16.3036 -20.9072 12.8156
O -15.1526 -20.1915 10.9818
H -14.0902 -19.1847 13.5456
H -15.7992 -18.4263 13.6926
H -14.7316 -17.9632 12.3574
H -16.7451 -21.5823 12.2385
H -16.7767 -20.5656 13.6434
C -16.0540 -19.2824 7.5218
C -15.2522 -18.0916 7.8155
N -14.7325 -18.0434 9.0054
O -15.1098 -17.1130 7.0462
H -17.0672 -19.1391 7.3438
H -16.0240 -19.8581 8.4274
H -15.6549 -19.9472 6.7371
H -14.2095 -17.2193 9.2911
H -14.8400 -18.8342 9.6293
C -17.0164 -13.7949 7.4223
C -17.3953 -14.3610 8.7769
N -16.5209 -15.2695 9.3007
O -18.3051 -13.9637 9.4736
H -15.9596 -13.6294 7.4798
H -17.5997 -12.8806 7.2171
H -17.1158 -14.5800 6.6457
H -17.0003 -15.7818 10.0434
H -16.1108 -15.7620 8.5010
```

The structure (SMILES) is C1CCOC1.C1CCOC1.C1CCOC1.C1CCOC1.C1CCOC1.C1CCOC1.C1CCOC1.CC(N)=O.CC(N)=O.CC(N)=O.CC(N)=O. As for the frontier orbital gap: 9.560 eV. The HOMO energy comes out at -9.25 eV. The LUMO energy is 0.31 eV.


no.,calculated total energy (eV)
1,-97324.60759
2,-8429.75796
3,-65054.44374
4,-67044.52823